# 1
This record from OMol25 describes a molecular structure, C28H41AgN6O5PS. The level of theory is wB97M-V/def2-TZVPD.

ORCA input file:
```
! RIJCOSX wB97M-V def2-TZVPD def2/J DEFGRID3
* xyz -1 1
Ag -1.065 -0.657 0.526
O 0.095 0.296 2.513
C 1.132 -0.307 2.948
C 1.315 -0.514 4.353
C 2.435 -1.109 4.884
C 3.480 -1.541 4.061
C 3.342 -1.359 2.698
C 2.204 -0.792 2.113
C 2.244 -0.628 0.662
N 1.235 -0.528 -0.114
N 1.556 -0.175 -1.418
C 0.524 -0.254 -2.238
O -0.623 -0.734 -2.025
C 0.782 0.356 -3.598
C 1.976 1.003 -3.908
C 2.150 1.606 -5.144
C 1.133 1.570 -6.091
C -0.056 0.919 -5.792
C -0.227 0.317 -4.554
H 0.512 -0.168 4.993
H 2.509 -1.234 5.960
H 4.372 -1.993 4.476
H 4.147 -1.669 2.036
H 3.241 -0.554 0.210
H 2.753 1.028 -3.156
H 3.082 2.111 -5.370
H 1.268 2.046 -7.055
H -0.853 0.884 -6.525
H -1.149 -0.190 -4.297
N -4.280 1.017 -1.089
C -5.015 0.659 0.016
C -4.588 -0.592 0.342
N -3.589 -0.995 -0.515
C -3.429 -0.001 -1.356
H -4.192 1.941 -1.472
H -5.743 1.316 0.459
H -4.919 -1.223 1.150
H -2.660 0.041 -2.112
C 2.144 3.762 0.884
C 1.271 2.578 0.541
O -0.096 3.047 0.509
P -1.320 2.044 0.139
O -1.695 2.545 -1.365
C -1.458 3.886 -1.814
C -0.203 3.931 -2.659
O -2.499 2.830 0.952
C -2.594 2.473 2.344
C -2.031 3.576 3.215
H 3.188 3.449 0.925
H 1.870 4.171 1.858
H 2.047 4.554 0.138
H 1.341 1.792 1.290
H 1.536 2.157 -0.432
H -1.387 4.561 -0.961
H -2.332 4.176 -2.404
H 0.669 3.665 -2.061
H -0.055 4.936 -3.063
H -0.272 3.226 -3.488
H -2.054 1.537 2.528
H -3.653 2.304 2.549
H -0.970 3.709 3.010
H -2.150 3.317 4.268
H -2.545 4.520 3.025
C 0.993 -3.739 -1.053
N -0.226 -3.924 -0.270
C -1.443 -3.713 -1.044
C -0.228 -3.752 1.075
S -1.491 -2.985 1.891
N 0.857 -4.232 1.741
C 1.052 -3.929 3.147
C 1.526 -5.450 1.325
H 0.844 -2.898 -1.730
H 1.226 -4.633 -1.641
H 1.830 -3.500 -0.401
H -1.356 -4.306 -1.958
H -1.569 -2.664 -1.308
H -2.308 -4.040 -0.474
H 0.803 -2.892 3.350
H 2.103 -4.088 3.385
H 0.430 -4.571 3.781
H 1.209 -5.757 0.336
H 1.286 -6.258 2.027
H 2.609 -5.309 1.325
*
```

Calculated values
* energy: -73006.3935 eV
* relative energy (zero: lowest compared OMol25 entry of this formula, charge and spin): 0.0000 eV
* molecular weight: 712.6 u

# 2
This record from OMol25 describes a molecular structure, C48H62As3ClCsF3N6O4P at a distorted geometry. The level of theory is wB97M-V/def2-TZVPD.

ORCA input file:
```
! RIJCOSX wB97M-V def2-TZVPD def2/J DEFGRID3
* xyz -1 1
Cs 0.077 0.841 1.913
Cl -6.199 -3.683 5.297
C -5.058 -2.833 4.276
C -5.368 -2.596 2.935
C -4.484 -1.920 2.135
C -3.218 -1.435 2.602
O -2.429 -0.811 1.823
C -2.934 -1.711 3.989
C -1.729 -1.265 4.661
N -0.706 -0.761 4.090
C 0.277 -0.126 4.856
C -0.054 0.851 5.765
C 0.930 1.608 6.436
C 2.250 1.405 6.177
C 2.637 0.413 5.246
C 3.990 0.185 4.910
C 4.301 -0.772 3.991
C 3.250 -1.503 3.397
N 1.988 -1.322 3.675
C 1.665 -0.364 4.581
C -3.866 -2.389 4.788
H -6.314 -2.942 2.538
H -4.738 -1.723 1.099
H -1.725 -1.396 5.753
H -1.103 1.064 5.933
H 0.620 2.381 7.128
H 3.016 2.016 6.638
H 4.755 0.796 5.373
H 5.325 -0.965 3.695
H 3.470 -2.249 2.637
H -3.634 -2.565 5.832
C -1.299 -1.369 -4.310
As -1.336 0.100 -2.987
C -1.215 1.645 -4.199
C -3.459 -0.052 -3.082
C -4.445 0.923 -2.431
C -4.395 2.323 -3.039
C -4.237 1.014 -0.908
As -2.559 1.644 -0.042
C -3.484 2.171 1.618
C -2.414 3.489 -0.724
C -5.881 0.352 -2.590
As -6.915 0.184 -4.275
C -7.514 2.046 -4.503
C -5.643 0.172 -5.775
H -1.541 -0.961 -5.293
H -2.057 -2.118 -4.068
H -0.310 -1.821 -4.347
H -2.133 1.734 -4.781
H -0.366 1.475 -4.857
H -1.049 2.568 -3.644
H -3.623 -1.033 -2.600
H -3.745 -0.191 -4.128
H -3.427 2.794 -2.876
H -5.163 2.965 -2.596
H -4.562 2.290 -4.116
H -4.410 0.022 -0.476
H -5.007 1.664 -0.477
H -4.276 2.875 1.354
H -2.789 2.646 2.316
H -3.906 1.289 2.095
H -3.388 3.972 -0.818
H -1.898 3.502 -1.683
H -1.806 4.042 -0.007
H -6.581 0.936 -1.978
H -5.889 -0.657 -2.167
H -8.089 2.341 -3.625
H -8.169 2.093 -5.373
H -6.689 2.741 -4.637
H -5.125 -0.785 -5.820
H -4.910 0.976 -5.736
H -6.243 0.281 -6.680
C 7.695 2.734 2.346
C 7.372 2.662 0.856
C 8.451 1.863 0.139
C 8.082 1.617 -1.312
C 6.779 0.876 -1.372
C 6.511 -0.051 -2.353
C 5.273 -0.683 -2.395
F 5.059 -1.587 -3.374
C 4.291 -0.409 -1.488
C 4.549 0.519 -0.471
C 3.480 0.815 0.504
O 2.459 0.124 0.554
C 3.747 1.940 1.368
C 5.000 2.446 1.411
N 6.042 2.062 0.623
C 5.798 1.151 -0.399
C 2.700 2.592 2.272
O 3.081 2.916 3.410
O 1.566 2.747 1.755
H 8.748 2.990 2.470
H 7.516 1.765 2.815
H 7.110 3.482 2.877
H 7.358 3.676 0.440
H 8.588 0.907 0.655
H 9.389 2.415 0.222
H 8.861 1.056 -1.831
H 7.985 2.579 -1.828
H 7.250 -0.283 -3.110
H 3.314 -0.867 -1.560
H 5.206 3.217 2.139
F 1.723 0.044 -4.306
C 0.999 -0.001 -3.103
F 1.317 -1.315 -2.573
H 1.553 0.665 -2.421
C -0.219 -3.024 -2.187
N -0.890 -2.056 -1.246
C -1.945 -2.787 -0.442
N -1.364 -3.890 0.263
C -0.701 -4.782 -0.677
N 0.340 -4.131 -1.472
C 1.467 -3.707 -0.633
P 1.039 -2.505 0.727
C 0.086 -1.343 -0.370
C -0.451 -3.442 1.331
H 0.539 -2.462 -2.737
H -0.996 -3.368 -2.871
H -1.322 -1.293 -1.815
H -2.682 -3.143 -1.166
H -2.377 -2.056 0.244
H -1.452 -5.181 -1.363
H -0.253 -5.610 -0.125
H 2.236 -3.271 -1.276
H 1.905 -4.596 -0.171
H 0.751 -0.771 -1.016
H -0.502 -0.639 0.217
H -0.993 -2.799 2.026
H -0.112 -4.319 1.890
*
```

Calculated values
* energy: -280938.4381 eV
* relative energy (zero: lowest compared OMol25 entry of this formula, charge and spin): 3.3547 eV
* molecular weight: 1268.2 u

# 3
This record from OMol25 describes a single C5H7PS3 molecule at a distorted geometry. The level of theory is wB97M-V/def2-TZVPD.

ORCA input file:
```
! RIJCOSX wB97M-V def2-TZVPD def2/J DEFGRID3
* xyz 0 1
S -1.694 1.323 -1.102
P -1.114 0.524 0.604
S -2.603 -0.717 1.454
S -0.932 2.026 2.282
C 0.714 -0.478 0.458
C 1.415 0.469 -0.375
C 1.401 -0.058 -1.628
C 0.685 -1.299 -1.645
C 0.357 -1.622 -0.359
H -3.312 0.314 1.973
H -0.044 2.951 1.626
H 0.776 -0.447 1.561
H 2.004 1.226 0.032
H 1.761 0.361 -2.561
H 0.569 -1.974 -2.519
H 0.018 -2.599 0.198
*
```

Calculated values
* energy: -47092.0039 eV
* relative energy (zero: lowest compared OMol25 entry of this formula, charge and spin): 0.0000 eV
* SMILES: S=P(S)(S)C1C=CC=C1
* molecular weight: 194.3 u

# 4
This record from OMol25 describes a molecular structure, C22H21N7O3PPbS2Te. The level of theory is wB97M-V/def2-TZVPD.

ORCA input file:
```
! RIJCOSX wB97M-V def2-TZVPD def2/J DEFGRID3
* xyz -1 1
Pb -1.716 0.277 -0.548
N -0.474 -2.389 3.737
C -1.039 -1.623 2.773
N -0.549 -0.538 2.298
C 0.703 -0.120 2.751
N 1.359 0.838 2.200
N 0.701 1.413 1.134
C 1.066 2.592 0.855
C 0.391 3.376 -0.200
C 1.006 4.532 -0.660
C 0.344 5.332 -1.579
C -0.929 4.968 -1.974
C -1.468 3.795 -1.459
N -0.824 2.996 -0.614
C 1.314 -0.824 3.892
C 2.495 -0.397 4.500
C 3.061 -1.128 5.524
C 2.452 -2.308 5.956
C 1.279 -2.741 5.375
C 0.709 -1.992 4.347
H -0.909 -3.254 4.008
H -1.991 -1.982 2.395
H 1.876 3.081 1.403
H 1.995 4.790 -0.301
H 0.813 6.226 -1.971
H -1.504 5.561 -2.671
H -2.468 3.484 -1.739
H 2.952 0.513 4.138
H 3.978 -0.791 5.987
H 2.901 -2.891 6.749
H 0.803 -3.657 5.704
S -2.108 0.767 -3.140
C -3.594 1.515 -2.652
S -4.238 1.151 -1.083
C -4.219 2.441 -3.471
C -5.436 3.086 -3.089
N -6.411 3.632 -2.805
C -3.636 2.862 -4.706
N -3.170 3.242 -5.690
C 0.801 -0.792 -4.647
C 0.799 -2.019 -3.765
O -0.003 -1.750 -2.611
P -0.614 -2.959 -1.712
O -1.340 -2.223 -0.614
Te -1.683 -4.624 -2.969
O 0.738 -3.643 -1.125
C 1.590 -2.867 -0.282
C 1.430 -3.300 1.158
H 1.469 -0.947 -5.497
H 1.141 0.084 -4.092
H -0.201 -0.586 -5.019
H 1.813 -2.272 -3.437
H 0.391 -2.884 -4.293
H 1.381 -1.798 -0.386
H 2.612 -3.043 -0.626
H 0.392 -3.159 1.465
H 2.078 -2.701 1.799
H 1.690 -4.353 1.276
*
```

Calculated values
* energy: -83233.3265 eV
* relative energy (zero: lowest compared OMol25 entry of this formula, charge and spin): 0.5973 eV
* molecular weight: 861.4 u

# 5
This record from OMol25 describes a single C4H13P3 molecule at a distorted geometry. The level of theory is wB97M-V/def2-TZVPD.

ORCA input file:
```
! RIJCOSX wB97M-V def2-TZVPD def2/J DEFGRID3
* xyz 0 1
C -2.161 0.360 1.009
C -2.447 0.462 -0.529
P -1.081 0.077 -1.729
C 0.305 0.723 -0.761
P 1.830 -0.399 -0.893
C 1.410 -1.587 0.476
P 3.176 0.782 0.261
H -1.561 -0.517 1.189
H -1.672 1.350 1.361
H -3.177 0.158 1.497
H -2.899 1.401 -0.636
H -3.335 -0.230 -0.823
H -0.980 -1.185 -1.040
H 0.530 1.739 -0.936
H -0.093 0.790 0.252
H 2.480 -1.930 0.706
H 0.954 -2.440 0.071
H 0.739 -1.210 1.164
H 3.729 1.698 -0.586
H 4.252 -0.041 -0.050
*
```

Calculated values
* energy: -32223.2105 eV
* relative energy (zero: lowest compared OMol25 entry of this formula, charge and spin): 1.2999 eV
* SMILES: CCPCP(C)#[PH2]
* molecular weight: 154.1 u

# 6
This record from OMol25 describes 2 unconnected molecules or ions with the total composition CBr2Cl2S at a distorted geometry. The level of theory is wB97M-V/def2-TZVPD.

ORCA input file:
```
! RIJCOSX wB97M-V def2-TZVPD def2/J DEFGRID3
* xyz 0 1
C 0.809 -0.614 0.633
S -0.796 -0.197 0.229
Cl -2.132 1.043 -3.114
Cl -0.898 1.725 0.578
Br 1.166 -2.465 0.994
Br 2.233 0.579 0.432
*
```

Calculated values
* energy: -176998.0790 eV
* relative energy (zero: lowest compared OMol25 entry of this formula, charge and spin): 3.2263 eV
* molecular weight: 274.8 u

# 7
This record from OMol25 describes a single C9H14SSi molecule at a distorted geometry. The level of theory is wB97M-V/def2-TZVPD.

ORCA input file:
```
! RIJCOSX wB97M-V def2-TZVPD def2/J DEFGRID3
* xyz 0 1
C -2.152 1.946 0.279
C -0.755 1.646 0.390
C -3.179 1.245 -0.275
C -0.140 0.526 0.156
C -3.120 -0.152 -0.753
C -1.958 -1.008 -0.634
C 1.371 -1.849 1.356
C 2.814 0.995 0.744
C 1.876 -0.812 -1.704
Si 1.439 -0.349 0.146
S -3.042 -1.393 0.667
H -2.460 2.927 0.696
H -0.175 2.439 0.806
H -4.145 1.514 -0.142
H -3.889 -0.266 -1.495
H -1.667 -1.686 -1.393
H 0.539 -2.646 1.218
H 2.341 -2.354 1.144
H 1.187 -1.523 2.397
H 2.357 1.516 1.648
H 3.693 0.337 1.055
H 3.387 1.595 -0.076
H 1.160 -1.504 -1.957
H 1.740 0.060 -2.305
H 2.779 -1.203 -1.968
*
```

Calculated values
* energy: -28267.8292 eV
* relative energy (zero: lowest compared OMol25 entry of this formula, charge and spin): 6.6637 eV
* molecular weight: 182.4 u

# 8
This record from OMol25 describes a molecular structure, C39H48N6O5S3Tl at a distorted geometry. The level of theory is wB97M-V/def2-TZVPD.

ORCA input file:
```
! RIJCOSX wB97M-V def2-TZVPD def2/J DEFGRID3
* xyz -1 1
Tl -1.473 -1.954 0.720
C 0.480 0.806 -6.520
C -0.926 1.092 -5.973
C -0.969 2.531 -5.428
C -1.921 0.989 -7.133
C -1.256 0.125 -4.835
C -0.474 0.109 -3.718
C -0.789 -0.672 -2.578
N -0.129 -0.671 -1.407
C 1.369 -0.266 0.278
C 2.003 0.960 0.814
C 2.886 0.841 1.971
C 2.968 -0.375 2.562
C 2.325 -1.578 2.128
C 1.566 -1.592 0.965
O 0.975 -2.600 0.440
C 2.502 -2.886 2.912
C 3.396 -2.717 4.144
C 1.131 -3.386 3.394
C 3.158 -3.946 2.009
C 3.699 2.064 2.364
C 4.398 1.873 3.711
C 2.783 3.294 2.471
C 4.774 2.309 1.289
C -1.998 -1.503 -2.588
O -2.296 -2.261 -1.625
C -2.797 -1.481 -3.795
C -2.403 -0.703 -4.850
C -4.090 -2.300 -3.854
C -4.825 -2.117 -5.185
C -3.775 -3.798 -3.700
C -5.044 -1.844 -2.734
H 0.705 1.491 -7.342
H 1.240 0.946 -5.752
H 0.546 -0.219 -6.890
H -0.869 3.249 -6.247
H -1.913 2.717 -4.912
H -0.152 2.706 -4.726
H -1.643 1.705 -7.908
H -1.910 -0.009 -7.577
H -2.938 1.223 -6.812
H 0.356 0.787 -3.672
H 2.190 1.767 0.112
H 3.598 -0.458 3.437
H 2.970 -2.005 4.857
H 3.489 -3.681 4.649
H 4.399 -2.388 3.865
H 0.670 -2.647 4.056
H 0.467 -3.549 2.546
H 1.241 -4.330 3.937
H 4.119 -3.580 1.642
H 3.325 -4.873 2.568
H 2.522 -4.161 1.154
H 3.677 1.650 4.500
H 5.129 1.065 3.658
H 4.928 2.788 3.983
H 2.037 3.134 3.255
H 3.369 4.182 2.726
H 2.271 3.490 1.525
H 5.357 1.402 1.131
H 4.326 2.582 0.331
H 5.447 3.116 1.594
H -3.010 -0.705 -5.744
H -4.226 -2.475 -6.026
H -5.750 -2.696 -5.162
H -5.088 -1.071 -5.356
H -3.133 -4.134 -4.518
H -3.264 -3.986 -2.760
H -4.701 -4.380 -3.722
H -5.251 -0.775 -2.827
H -5.990 -2.388 -2.801
H -4.604 -2.028 -1.758
S -5.341 0.745 1.752
C -3.840 0.272 1.096
S -2.544 0.959 0.417
S -4.268 -1.335 1.481
O 0.395 5.192 3.092
C -0.303 4.822 4.253
N -0.764 3.453 4.182
C -0.654 2.582 5.221
O -0.182 2.887 6.305
C -1.157 1.203 4.940
C -1.713 0.469 5.980
C -2.163 -0.815 5.727
C -2.020 -1.321 4.443
N -1.469 -0.634 3.449
C -1.052 0.604 3.692
H 1.095 4.546 2.932
H -1.144 5.513 4.329
H 0.305 4.897 5.156
H -1.189 3.150 3.319
H -1.763 0.915 6.965
H -2.613 -1.413 6.508
H -2.368 -2.318 4.189
H -0.586 1.108 2.857
O 0.598 0.689 0.983
N 1.056 -0.269 -1.158
C 2.143 0.115 -1.990
C 2.179 1.175 -2.901
N 2.301 2.080 -3.618
C 3.415 -0.346 -1.588
N 4.460 -0.733 -1.278
*
```

Calculated values
* energy: -97598.0812 eV
* relative energy (zero: lowest compared OMol25 entry of this formula, charge and spin): 2.3608 eV
* molecular weight: 981.4 u

Which of these has the highest relative energy (zero: lowest compared OMol25 entry of this formula, charge and spin)? C9H14SSi